[1]
The following is a quantum chemistry calculation of a molecular structure, C4H6O2 in a non-equilibrium geometry, from the OMol25 dataset.

Output
**Electronic energy**: -8335.8013 eV
**Multiplicity**: 1
**F_max**: 2.38 eV/Å
**Highest occupied orbital energy**: -9.34 eV
**Lowest unoccupied orbital energy**: 0.90 eV

Geometry (Å):
H 0.920 0.980 -0.278
O 0.649 -1.179 -1.084
C -1.167 0.516 -0.663
H 0.304 0.471 -2.292
H 1.331 -0.824 1.685
H -1.913 -0.080 -0.125
C 0.629 -0.111 -0.168
O -1.019 1.728 -0.508
C 0.361 -0.542 1.255
C -0.178 -0.137 -1.522
H -0.304 -1.407 1.335
H -0.033 0.298 1.832

[2]
The following is a quantum chemistry calculation of a single C4H6O2 molecule in a non-equilibrium geometry, from the OMol25 dataset.

Output
**Electronic energy**: -8338.9449 eV
**Multiplicity**: 1
**F_max**: 1.84 eV/Å
**Highest occupied orbital energy**: -9.78 eV
**Lowest unoccupied orbital energy**: 0.45 eV

Geometry (Å):
C -1.645 -0.299 -0.145
O -1.659 -0.910 -1.193
C -0.425 -0.511 0.972
O 0.040 1.754 0.614
H 2.278 0.007 -0.174
H 0.219 -1.428 1.067
C 1.361 0.214 -0.717
C 0.359 0.603 0.349
H -2.430 0.524 -0.018
H 1.116 -0.696 -1.269
H 1.584 0.986 -1.454
H -0.797 -0.244 1.968

[3]
The following is a quantum chemistry calculation of a single C4H6O2 molecule in a non-equilibrium geometry, from the OMol25 dataset.

Output
**Electronic energy**: -8337.2338 eV
**Multiplicity**: 1
**F_max**: 1.49 eV/Å
**Highest occupied orbital energy**: -9.94 eV
**Lowest unoccupied orbital energy**: 0.78 eV

Geometry (Å):
C 0.260 -0.227 1.112
C -0.924 0.653 0.660
C 0.409 -0.558 -0.379
O -0.407 1.820 0.100
H -0.408 -1.286 -0.625
H 1.069 0.400 1.502
C -0.512 0.581 -0.744
O 1.662 -0.876 -0.893
H 0.085 -1.080 1.767
H -0.984 0.639 -1.725
H 1.674 -0.684 -1.839
H -1.924 0.617 1.064